A molecular structure, C15H25AgF9O7 at a distorted geometry. Source: the Open Molecules 2025 dataset; level of theory: the ωB97M-V functional and the def2-TZVPD basis.

Properties
Frontier orbital gap   5.13 eV
Highest occupied orbital energy   1.533 eV
2S+1   1
Net charge   -3
Energy above the lowest of the compared OMol25 structures with the same formula, charge and spin   0.00 kJ/mol

Element x y z (Å)
Ag (-0.95, -0.06, -0.29)
C (-1.69, -3.34, -1.95)
O (-0.63, -4.34, -1.69)
O (-1.55, -2.36, -1.11)
C (-1.79, -3.02, -3.45)
F (-2.64, -1.98, -3.62)
F (-0.68, -2.61, -4.06)
F (-2.36, -4.07, -4.11)
C (-0.72, -5.59, -2.30)
C (0.33, -6.49, -1.65)
H (1.31, -6.34, -2.10)
H (0.25, -6.38, -0.57)
H (0.05, -7.53, -1.87)
H (-0.72, -5.68, -3.40)
H (-1.68, -6.05, -2.00)
H (-2.57, -3.96, -1.63)
C (2.29, 0.83, -2.15)
O (3.04, 2.05, -1.94)
O (1.14, 0.88, -1.58)
C (2.29, 0.48, -3.68)
F (1.98, 1.58, -4.41)
F (3.53, 0.08, -4.10)
F (1.48, -0.51, -4.03)
C (4.43, 1.94, -1.99)
C (5.04, 3.33, -1.86)
H (6.13, 3.13, -1.90)
H (4.76, 4.04, -2.63)
H (4.92, 3.75, -0.86)
H (4.89, 1.49, -2.88)
H (4.81, 1.39, -1.12)
H (2.88, -0.04, -1.76)
C (-0.23, 0.41, 3.45)
O (0.24, 1.82, 3.67)
O (-0.10, 0.17, 2.20)
C (0.29, -0.59, 4.53)
F (-0.02, -1.87, 4.28)
F (1.64, -0.56, 4.60)
F (-0.18, -0.29, 5.76)
C (0.04, 2.46, 4.88)
C (1.28, 2.50, 5.79)
H (1.14, 3.27, 6.56)
H (1.47, 1.57, 6.31)
H (2.18, 2.77, 5.23)
H (-0.81, 2.10, 5.48)
H (-0.24, 3.50, 4.67)
H (-1.31, 0.59, 3.70)
C (-4.68, 2.91, -0.81)
C (-3.38, 2.42, -0.15)
C (-3.56, 2.13, 1.35)
O (-2.82, 1.36, -0.80)
H (-4.93, 3.95, -0.53)
H (-5.51, 2.28, -0.45)
H (-4.71, 2.92, -1.90)
H (-2.66, 3.27, -0.28)
H (-4.52, 1.65, 1.58)
H (-3.49, 3.10, 1.85)
H (-2.73, 1.55, 1.75)

Results of the Mulliken charge analysis, in e, for atoms 1 through 2: 1.090, -0.402